{"formula": "C21H22BN3O3PPdS", "method": "the ωB97M-V functional and the def2-TZVPD basis", "symbols": ["Pd", "N", "C", "C", "C", "C", "C", "C", "S", "N", "C", "C", "C", "C", "C", "C", "N", "H", "H", "H", "H", "H", "H", "H", "H", "H", "O", "B", "O", "C", "C", "C", "C", "C", "C", "H", "H", "H", "H", "C", "P", "C", "C", "O", "H", "H", "H", "H", "H", "H", "H", "H", "H"], "xyz": [[-0.8550, -0.3918, -0.4567], [2.6232, 0.0570, -2.5226], [3.3570, -1.1027, -2.5911], [4.7605, -1.1147, -2.6603], [5.5156, -2.2799, -2.6970], [4.8571, -3.5176, -2.9438], [3.4634, -3.4558, -3.1483], [2.7082, -2.3143, -2.7650], [1.0007, -2.5276, -2.3981], [0.6853, -0.9707, -1.6520], [1.3000, 0.1127, -2.1362], [0.5674, 1.3925, -1.9790], [1.1554, 2.5921, -2.3349], [0.2759, 3.6952, -2.3146], [-1.0230, 3.5418, -1.7686], [-1.4462, 2.2897, -1.2621], [-0.6384, 1.2908, -1.4635], [3.1352, 0.9141, -2.6056], [5.2698, -0.1840, -2.5332], [6.6315, -2.2021, -2.6483], [5.4164, -4.4219, -3.0791], [2.9543, -4.3105, -3.6015], [2.2104, 2.7529, -2.7833], [0.5380, 4.6424, -2.6948], [-1.7738, 4.3278, -1.8526], [-2.3866, 2.1813, -0.7027], [0.2098, 1.9589, 1.4125], [-0.9237, 1.1195, 1.1014], [-1.9863, 1.4162, 2.0855], [-1.4244, 2.3450, 2.9189], [-1.9927, 2.9041, 4.0527], [-1.2263, 3.7811, 4.8650], [0.0917, 4.0767, 4.5018], [0.6427, 3.5169, 3.3393], [-0.1287, 2.7200, 2.5221], [-2.9591, 2.5382, 4.3481], [-1.6840, 4.3573, 5.6983], [0.7334, 4.7504, 5.1187], [1.7129, 3.7570, 3.0935], [-3.3114, -4.1006, -0.1379], [-2.5131, -2.7576, 0.7861], [-3.6644, -1.3722, 0.8970], [-2.2084, -3.2458, 2.5263], [-1.1028, -2.3491, 0.1948], [-3.1963, -5.0376, 0.4178], [-2.8855, -4.2102, -1.1526], [-4.3700, -3.8830, -0.2830], [-4.3269, -1.2396, -0.0471], [-3.1600, -0.4096, 1.0993], [-4.3404, -1.5913, 1.7069], [-2.9235, -3.9609, 2.8628], [-2.1758, -2.2986, 3.0923], [-1.1889, -3.7820, 2.5744]], "total_energy_ha": -2095.70562, "lumo_energy_ev": [2.39, 2.39], "total_charge": -1}